# 1
A structure of composition C24H26GeN5O8ReSe at a distorted geometry. Source: the Open Molecules 2025 dataset; level of theory: the ωB97M-V functional and the def2-TZVPD basis.

Atoms and positions in Å:
Re 0.503 0.574 0.736
O 4.261 2.213 1.223
C 3.124 1.973 0.875
N 2.261 1.121 1.484
C 2.802 0.300 2.542
C 1.691 -0.409 3.250
C 1.859 -0.986 4.504
C 0.801 -1.660 5.089
C -0.411 -1.723 4.413
C -0.516 -1.110 3.180
N 0.512 -0.481 2.611
C 2.446 2.620 -0.296
C 3.028 3.671 -0.992
C 2.305 4.288 -1.999
C 1.029 3.819 -2.280
C 0.531 2.746 -1.566
N 1.219 2.151 -0.596
H 3.426 0.891 3.224
H 3.463 -0.461 2.087
H 2.810 -0.906 5.002
H 0.916 -2.124 6.057
H -1.258 -2.234 4.839
H -1.440 -1.110 2.614
H 4.027 3.968 -0.711
H 2.704 5.128 -2.545
H 0.411 4.282 -3.031
H -0.460 2.368 -1.771
O -2.568 -1.899 -0.708
C -1.462 -1.598 -0.308
O -1.211 -0.406 0.126
C -0.356 -2.612 -0.306
C -0.737 -3.936 -0.433
C 0.208 -4.948 -0.485
C 1.567 -4.647 -0.428
C 1.954 -3.337 -0.270
C 1.019 -2.259 -0.197
O 1.503 -1.076 -0.071
N 3.356 -2.998 -0.110
O 3.637 -2.308 0.847
O 4.127 -3.430 -0.923
N -0.241 -6.326 -0.568
O -1.423 -6.522 -0.417
O 0.605 -7.166 -0.755
H -1.790 -4.172 -0.513
H 2.304 -5.435 -0.494
C -1.074 0.180 -2.813
Ge -2.752 1.024 -2.084
C -4.321 -0.124 -2.454
C -2.968 2.757 -3.066
C -2.947 1.705 -0.099
Se -1.567 2.042 1.223
C -1.197 3.938 0.921
H -0.667 0.808 -3.602
H -1.369 -0.769 -3.253
H -0.286 -0.014 -2.091
H -4.311 -0.383 -3.509
H -5.249 0.393 -2.237
H -4.279 -1.043 -1.884
H -2.848 2.558 -4.126
H -2.257 3.527 -2.786
H -3.966 3.157 -2.921
H -3.560 0.935 0.373
H -3.540 2.623 -0.141
H -1.320 4.168 -0.134
H -0.178 4.141 1.237
H -1.883 4.541 1.514

Force components x, y, z for each atom (eV/Å):
Re -0.2 -1.6 -1.2
O -0.3 0.0 -0.2
C 0.1 0.1 0.0
N -0.2 0.1 0.3
C 0.6 -0.4 0.1
C 0.5 0.0 0.4
C -0.2 0.0 -0.2
C 0.0 0.1 -0.3
C 0.1 0.1 -0.2
C -0.7 -0.4 0.3
N 0.2 0.5 -0.6
C 0.4 0.4 -0.3
C -0.1 -0.4 0.2
C -0.2 -0.1 0.1
C 0.1 -0.1 0.1
C -0.4 0.3 -0.5
N 0.0 -0.5 0.3
H -0.2 -0.1 0.0
H -0.1 0.2 0.2
H 0.1 0.0 0.0
H 0.0 0.0 0.1
H -0.1 0.0 0.0
H 0.0 -0.1 0.1
H 0.0 0.1 0.0
H 0.1 0.1 0.0
H 0.0 0.0 -0.1
H 0.1 0.0 0.0
O 0.2 0.1 0.2
C -0.1 -1.7 -0.6
O 1.0 1.4 1.0
C 0.4 0.6 0.1
C 0.2 -0.5 -0.1
C 0.2 1.2 0.1
C 0.0 -0.1 -0.1
C -1.3 0.3 0.1
C -0.5 -2.2 -0.1
O -0.2 3.0 0.6
N -0.2 -0.1 0.1
O 0.3 0.1 0.3
O 0.5 -0.2 -0.4
N 0.1 0.2 0.1
O -0.4 -0.3 0.0
O 0.3 -0.5 -0.1
H 0.1 0.0 0.0
H 0.0 0.0 0.0
C -0.5 0.3 0.3
Ge -0.2 0.6 0.0
C 0.4 0.3 0.2
C 0.0 -0.7 0.2
C -0.1 -0.7 -1.1
Se 0.2 0.7 0.4
C 0.0 0.0 0.0
H 0.0 0.1 -0.1
H 0.0 -0.1 0.0
H 0.0 0.0 0.0
H 0.0 0.1 -0.2
H -0.1 0.2 0.0
H 0.1 0.0 0.1
H 0.0 0.0 -0.2
H 0.2 0.1 0.1
H -0.2 0.1 0.1
H 0.1 0.1 0.0
H 0.1 0.0 0.1
H 0.0 0.0 0.0
H 0.0 0.0 0.0
H 0.0 -0.2 0.0

As for the spin multiplicity: 4. The max |F| comes out at 0.0596 hartree/bohr. As for the electronic energy: -6362.14647 Ha. The expectation value of S² is 3.7748. Its net charge is +1.

# 2
A structure of composition C19H17Cl5MgN2 at a distorted geometry. Source: the Open Molecules 2025 dataset; level of theory: the ωB97M-V functional and the def2-TZVPD basis.

Atoms and positions in Å:
C 1.476 2.294 0.704
C -1.282 0.848 0.996
H 1.224 1.381 1.256
H 0.998 3.128 1.227
H 2.559 2.462 0.752
H -2.265 0.862 0.485
H -1.406 0.567 2.049
H -0.778 1.814 0.960
C 2.384 -1.172 -0.665
C 3.429 -1.723 -1.419
C 3.115 -2.658 -2.420
C 1.780 -2.914 -2.699
H 2.570 -0.473 0.155
H 4.453 -1.420 -1.226
H 3.895 -3.168 -2.982
H 1.490 -3.604 -3.487
N 1.092 -1.485 -0.883
C 0.776 -2.240 -1.973
C -0.636 -2.239 -2.387
N -1.479 -1.461 -1.646
C -2.727 -1.241 -2.101
C -2.431 -2.834 -3.895
C -3.245 -1.916 -3.220
H -3.323 -0.539 -1.506
H -4.258 -1.721 -3.543
C -1.112 -2.968 -3.489
H -0.414 -3.635 -4.005
H -2.804 -3.426 -4.730
Mg -0.729 -1.082 0.253
C 1.015 2.207 -0.743
H -0.005 1.838 -0.841
H 1.689 1.567 -1.334
H 1.030 3.202 -1.207
Cl -2.762 -2.480 1.205
C -1.351 -2.987 2.150
C -0.180 -2.294 1.992
C 0.932 -2.542 2.761
Cl 2.260 -1.447 2.776
C 0.942 -3.704 3.576
Cl 2.372 -4.184 4.366
C -0.247 -4.464 3.723
Cl -0.275 -5.829 4.732
C -1.431 -4.078 3.048
Cl -2.917 -4.877 3.315

Force components x, y, z for each atom (eV/Å):
C 0.3 0.0 0.1
C -0.1 -0.7 -0.3
H 0.2 0.2 -0.1
H 0.0 -0.1 0.0
H -0.1 0.0 0.0
H -0.1 0.5 0.5
H -0.4 0.1 0.0
H -0.5 -0.3 -0.1
C -0.2 -0.6 -0.1
C -0.6 -0.2 -0.3
C -0.1 0.4 0.6
C -0.6 0.4 0.2
H -0.1 -0.3 -0.3
H -0.2 -0.1 0.0
H -0.1 0.2 0.1
H 0.3 0.2 0.1
N 0.4 0.0 -1.4
C 1.7 -0.1 0.7
C -1.7 -0.1 0.1
N 0.0 -0.5 -1.7
C 0.3 -0.7 -0.1
C -0.1 0.4 0.4
C 0.5 0.2 0.3
H 0.2 -0.3 -0.3
H 0.0 0.0 0.0
C 0.7 0.1 0.3
H -0.5 0.3 0.1
H 0.0 0.2 0.2
Mg 0.9 1.5 1.1
C 0.3 0.4 -0.5
H 0.2 -0.1 0.1
H -0.2 0.1 0.1
H 0.1 -0.1 0.0
Cl -0.1 -0.3 0.1
C 1.1 -1.4 1.4
C -0.4 1.0 -1.1
C -1.2 -1.9 0.7
Cl 0.4 0.1 -0.1
C -0.8 0.7 -0.6
Cl 0.4 -0.2 0.4
C -0.2 1.2 -0.9
Cl 0.0 -0.5 0.4
C 0.7 0.8 -0.3
Cl -0.3 -0.3 0.1

Its energy above the lowest of the compared OMol25 structures with the same formula, charge and spin is 0.00 kcal/mol. The max |F| comes out at 0.0462 hartree/bohr. As for the electronic energy: -3344.77501 Ha.

# 3
A cluster of 12 separate species, C14H51N22O12 in total at a distorted geometry. Source: the Open Molecules 2025 dataset; level of theory: the ωB97M-V functional and the def2-TZVPD basis.

Atoms and positions in Å:
C 1.738 0.889 -0.978
C 0.292 0.374 -0.836
C 0.276 -1.284 -0.753
O -0.255 0.970 0.212
H 1.716 1.933 -1.290
H 2.276 0.378 -1.771
H 2.160 0.759 0.030
H -0.208 0.580 -1.783
H -0.656 -1.665 -0.405
H 1.131 -1.757 -0.214
H 0.399 -1.719 -1.759
C -2.663 -4.515 1.243
O -3.637 -4.013 1.796
N -1.422 -4.063 1.443
N -2.995 -5.583 0.289
H -1.281 -3.459 2.254
H -0.618 -4.612 1.160
H -2.397 -5.658 -0.528
H -3.893 -5.519 -0.136
C -2.414 -0.576 -3.717
O -1.763 0.456 -3.715
N -2.842 -1.264 -4.926
N -2.929 -1.282 -2.458
H -2.467 -0.990 -5.829
H -3.058 -2.232 -4.728
H -3.888 -1.593 -2.578
H -2.865 -0.816 -1.556
C -1.555 -5.341 -3.319
O -1.004 -6.423 -3.604
N -0.953 -4.400 -2.518
N -2.818 -4.875 -3.914
H -0.128 -4.633 -2.014
H -1.509 -3.569 -2.353
H -3.195 -5.595 -4.506
H -3.371 -4.314 -3.281
C -0.231 4.086 -2.492
O -0.196 5.299 -2.897
N 0.113 3.042 -3.456
N -0.579 3.582 -1.221
H -0.176 2.071 -3.395
H 0.096 3.369 -4.416
H -0.827 4.162 -0.441
H -0.274 2.624 -1.102
C 0.621 -0.368 3.723
O 1.419 -0.943 4.535
N 0.966 -0.192 2.441
N -0.683 -0.017 4.201
H 0.378 0.368 1.773
H 1.655 -0.743 1.942
H -0.860 -0.062 5.189
H -1.278 0.488 3.557
C -3.796 0.330 0.195
O -4.829 0.044 -0.425
N -3.249 -0.786 0.962
N -2.943 1.531 0.048
H -2.367 -0.491 1.368
H -3.814 -1.408 1.533
H -3.271 2.293 -0.547
H -1.916 1.373 0.068
C 2.420 4.018 1.787
O 2.760 5.109 2.310
N 3.401 3.253 0.967
N 1.146 3.459 1.961
H 3.121 2.690 0.211
H 4.049 3.917 0.611
H 0.432 3.965 2.461
H 0.832 2.675 1.381
C 4.252 -0.301 1.971
O 4.278 -1.532 2.043
N 3.722 0.585 2.894
N 4.859 0.427 0.743
H 3.287 0.108 3.677
H 3.197 1.319 2.463
H 4.695 1.460 0.760
H 4.632 -0.036 -0.143
C 1.625 -4.414 2.588
O 1.612 -5.237 1.669
N 0.682 -4.404 3.718
N 2.571 -3.439 2.641
H 1.006 -4.003 4.587
H 0.475 -5.385 3.860
H 3.103 -3.105 1.855
H 2.539 -2.890 3.479
C 4.130 3.580 -4.355
O 3.741 4.209 -5.339
N 5.503 3.080 -4.251
N 3.290 3.194 -3.302
H 6.073 3.284 -5.042
H 5.935 2.764 -3.392
H 2.376 3.577 -3.472
H 3.328 2.283 -2.927
C -2.861 4.077 3.167
O -1.880 4.417 2.553
N -3.206 4.702 4.362
N -3.828 3.135 2.684
H -4.129 4.638 4.727
H -2.580 5.355 4.769
H -4.215 2.516 3.400
H -3.541 2.711 1.825

Force components x, y, z for each atom (eV/Å):
C -0.5 -0.5 -0.1
C 1.3 -2.6 -0.7
C 1.6 1.2 -1.1
O -1.3 1.0 1.8
H 0.0 0.3 0.3
H 0.4 -0.4 0.1
H 0.4 0.1 -0.5
H -0.5 0.0 -0.4
H -0.8 -0.1 0.7
H -0.6 0.6 0.2
H -0.1 0.4 0.0
C -3.4 -0.4 -1.3
O 0.4 0.1 0.4
N 1.0 -0.5 -0.2
N 2.5 0.8 0.3
H -0.2 -0.4 -0.4
H 0.0 0.1 0.1
H 0.8 -0.1 0.4
H -1.0 0.5 0.7
C -1.1 -0.6 0.5
O -0.8 -1.6 0.1
N 0.4 0.9 3.0
N 0.9 0.6 -3.1
H 0.1 -0.1 0.6
H 0.2 0.1 -0.6
H 0.1 0.2 -0.1
H 0.4 0.3 -0.6
C 0.7 -0.8 -1.1
O -1.7 2.2 0.4
N -2.0 -0.3 -1.0
N 2.9 -0.7 1.1
H 0.3 0.0 0.3
H 0.7 0.2 0.4
H -0.6 0.1 0.3
H -0.4 -0.4 -0.3
C -0.3 1.5 -1.6
O -0.2 -4.1 1.9
N -0.1 1.4 1.1
N 0.9 0.4 -3.1
H -0.3 0.3 0.5
H 0.0 0.2 0.4
H 0.3 0.2 0.0
H -0.4 0.1 0.9
C 0.7 -2.0 2.8
O -1.4 1.0 -1.3
N -1.8 1.3 -1.1
N 2.1 -0.1 -2.1
H 0.1 -0.5 0.1
H 0.0 -0.1 1.0
H 0.2 0.1 -0.2
H -0.1 0.0 0.5
C 0.3 -1.5 -1.0
O 1.0 2.0 0.9
N 1.1 3.2 -0.7
N -2.3 -2.3 0.8
H 0.0 -0.5 0.3
H -0.2 0.3 -0.5
H -0.1 -0.9 0.0
H 0.3 -0.2 0.2
C -0.1 1.3 0.2
O -0.7 -3.1 -1.4
N -1.3 1.7 2.5
N 2.1 -0.3 -0.8
H -1.3 -0.7 -0.8
H 0.7 0.7 0.0
H 0.2 0.3 0.0
H 0.1 0.3 0.1
C 0.8 1.0 -2.6
O 0.3 2.2 0.0
N 1.2 -1.6 -0.6
N -1.4 -0.7 2.6
H -0.3 0.1 -0.1
H -0.1 0.6 0.1
H 0.0 -1.5 0.0
H 0.1 0.3 0.7
C 0.9 0.2 0.1
O -1.2 0.6 1.0
N 1.2 -1.1 -1.9
N -1.4 -0.6 0.9
H 0.3 0.3 -0.2
H -0.4 0.0 0.1
H 0.0 -0.3 0.1
H 0.3 0.8 -0.1
C 1.3 -1.3 -0.4
O 0.9 -0.7 1.6
N -2.7 0.7 0.1
N 1.0 2.1 -1.4
H 0.3 0.1 -0.2
H -0.4 0.3 -0.3
H -0.5 -0.3 0.2
H 0.2 -0.9 0.3
C -1.8 0.0 0.3
O 0.6 -0.3 -0.4
N -0.1 -1.3 -0.8
N 0.9 1.4 1.9
H -0.4 -0.1 0.1
H 0.5 0.4 0.0
H 0.2 0.3 -0.6
H 0.3 -0.6 -0.5

Its energy above the lowest of the compared OMol25 structures with the same formula, charge and spin is 24.64 kcal/mol. The max |F| comes out at 0.0878 hartree/bohr. As for the electronic energy: -2672.00083 Ha. Its net charge is -1.

# 4
A cluster of 8 separate species, C32H56N8 in total at a distorted geometry. Source: the Open Molecules 2025 dataset; level of theory: the ωB97M-V functional and the def2-TZVPD basis.

Atoms and positions in Å:
C 14.170 1.820 -33.470
C 13.885 3.305 -33.347
C 14.722 4.097 -32.323
C 16.091 3.566 -32.221
N 17.145 3.128 -32.108
H 13.417 1.337 -34.099
H 14.039 1.276 -32.530
H 15.156 1.588 -33.867
H 12.841 3.449 -33.056
H 13.943 3.775 -34.331
H 14.360 4.006 -31.297
H 14.725 5.135 -32.651
C 10.453 4.347 -34.828
C 9.512 5.089 -33.881
C 9.871 6.540 -33.636
C 9.982 7.381 -34.836
N 10.021 8.036 -35.779
H 10.133 3.318 -34.965
H 11.484 4.385 -34.475
H 10.467 4.885 -35.777
H 9.363 4.584 -32.926
H 8.518 5.077 -34.339
H 10.785 6.655 -33.048
H 9.086 7.034 -33.056
C 8.435 7.212 -29.710
C 8.204 5.726 -29.481
C 6.751 5.387 -29.152
C 6.191 5.936 -27.891
N 5.776 6.349 -26.909
H 8.112 7.820 -28.862
H 7.831 7.570 -30.546
H 9.495 7.410 -29.867
H 8.918 5.343 -28.749
H 8.416 5.090 -30.346
H 6.643 4.313 -28.976
H 6.071 5.664 -29.956
C 10.910 11.379 -36.747
C 10.762 10.725 -38.123
C 12.024 10.850 -38.993
C 13.271 10.532 -38.292
N 14.240 10.304 -37.723
H 10.972 12.465 -36.829
H 11.815 11.034 -36.242
H 10.107 11.111 -36.063
H 9.916 11.123 -38.682
H 10.504 9.680 -37.943
H 12.106 11.875 -39.356
H 11.938 10.193 -39.858
C 10.837 -0.534 -33.345
C 9.826 0.594 -33.236
C 8.402 0.144 -33.545
C 7.883 -0.788 -32.535
N 7.484 -1.499 -31.729
H 10.599 -1.383 -32.706
H 11.808 -0.145 -33.039
H 10.842 -0.852 -34.389
H 10.077 1.412 -33.914
H 9.787 1.040 -32.236
H 8.374 -0.385 -34.504
H 7.728 0.994 -33.654
C 2.549 3.898 -31.647
C 3.227 2.721 -32.310
C 4.063 3.049 -33.564
C 5.202 3.930 -33.299
N 6.097 4.612 -33.076
H 3.276 4.650 -31.328
H 1.975 3.596 -30.771
H 1.843 4.455 -32.271
H 2.526 1.947 -32.615
H 3.953 2.296 -31.613
H 3.422 3.460 -34.351
H 4.419 2.140 -34.055
C 11.444 4.270 -38.784
C 9.986 4.247 -39.277
C 9.028 3.813 -38.158
C 9.220 2.451 -37.653
N 9.322 1.381 -37.256
H 11.789 3.269 -38.520
H 11.482 4.932 -37.918
H 12.129 4.622 -39.554
H 9.913 3.533 -40.097
H 9.698 5.255 -39.568
H 8.011 3.888 -38.546
H 9.095 4.490 -37.305
C 15.619 7.919 -33.582
C 14.605 7.991 -34.736
C 13.584 9.108 -34.583
C 12.773 9.043 -33.368
N 12.094 8.940 -32.449
H 15.214 7.577 -32.629
H 16.011 8.926 -33.412
H 16.479 7.303 -33.844
H 14.078 7.036 -34.803
H 15.176 8.130 -35.651
H 12.844 9.006 -35.388
H 14.001 10.097 -34.771

Force components x, y, z for each atom (eV/Å):
C -0.5 -0.6 0.2
C -0.6 0.0 0.2
C 0.5 -0.7 -0.3
C 0.0 0.4 -0.2
N 0.1 0.0 0.0
H 0.2 0.3 -0.3
H 0.3 0.3 0.2
H 0.1 0.1 0.0
H 0.0 -0.1 0.0
H 0.3 0.0 0.0
H -0.5 0.2 -0.2
H 0.2 0.1 0.4
C 0.2 0.7 0.4
C -0.7 -0.3 -0.7
C 0.0 0.7 0.4
C 0.1 -0.4 0.0
N 0.1 0.0 0.0
H 0.1 0.0 -0.2
H 0.0 -0.2 0.1
H -0.1 -0.2 -0.1
H 0.3 0.0 0.1
H 0.0 0.0 0.1
H 0.1 0.0 -0.1
H 0.0 -0.2 0.2
C -0.2 -0.1 -0.1
C 0.0 -0.2 0.0
C -0.5 -0.5 1.2
C 0.8 0.1 -0.9
N -0.3 0.2 0.5
H 0.1 -0.2 0.2
H 0.3 0.0 -0.2
H -0.1 0.1 -0.2
H -0.4 0.1 0.4
H 0.1 0.5 -0.3
H 0.1 -0.1 -0.4
H 0.1 0.0 -0.1
C 0.1 0.1 -0.1
C 0.0 -0.5 0.7
C -0.3 0.1 0.0
C -0.3 0.0 0.0
N 0.1 -0.1 0.1
H 0.0 0.0 0.1
H 0.1 0.0 -0.2
H -0.2 0.1 -0.2
H 0.1 0.2 0.0
H 0.3 -0.1 -0.2
H 0.1 0.0 -0.1
H 0.1 0.1 -0.1
C -0.1 0.5 0.0
C -0.4 0.3 0.5
C -0.2 -0.4 -0.5
C 0.0 0.4 -0.1
N 0.0 -0.1 0.1
H -0.1 0.0 0.0
H 0.1 -0.2 -0.2
H 0.3 -0.2 0.1
H 0.1 -0.1 -0.1
H 0.3 -0.1 0.0
H 0.0 0.1 0.0
H 0.0 0.0 0.2
C -0.2 0.7 0.1
C 0.8 -0.1 -0.3
C -0.6 0.0 -0.5
C -0.3 -0.1 -0.2
N 0.1 0.1 0.1
H 0.1 -0.2 0.1
H 0.2 -0.1 0.1
H 0.1 -0.3 -0.3
H -0.1 0.0 0.2
H -0.3 -0.3 0.2
H 0.1 0.5 0.2
H 0.3 -0.1 0.4
C -0.4 0.0 -0.2
C 0.8 -0.5 0.7
C -0.3 0.2 -0.3
C -0.1 0.4 -0.3
N 0.1 -0.3 0.2
H -0.1 0.0 0.2
H 0.4 -0.1 0.0
H -0.1 0.2 0.0
H -0.2 0.3 -0.2
H -0.1 -0.1 -0.3
H -0.1 -0.1 0.2
H 0.0 0.0 0.0
C 0.1 0.6 -0.2
C 0.5 -0.5 0.8
C -0.7 0.0 -0.9
C 0.3 0.1 0.0
N 0.0 -0.1 0.1
H -0.2 -0.1 -0.1
H 0.1 -0.1 0.1
H -0.1 -0.2 0.0
H 0.0 0.0 -0.2
H -0.3 0.1 -0.2
H 0.1 0.0 0.0
H 0.2 0.0 0.5

Its energy above the lowest of the compared OMol25 structures with the same formula, charge and spin is 8.77 kcal/mol. The max |F| comes out at 0.0261 hartree/bohr. As for the electronic energy: -1690.89312 Ha.

# 5
The molecule C7H13FN2 at a distorted geometry. Source: the Open Molecules 2025 dataset; level of theory: the ωB97M-V functional and the def2-TZVPD basis.

Atoms and positions in Å:
C -0.602 -0.367 -0.675
C 1.413 0.913 -0.481
C -0.040 0.763 -0.174
C -0.685 1.801 0.587
C -2.217 -1.349 0.957
C 2.874 -0.717 -1.113
C -2.080 -0.743 -0.486
N 2.383 -0.667 1.136
N 2.241 -0.244 -0.090
F -2.967 0.301 -0.559
H 1.565 0.991 -1.553
H 1.854 1.877 0.034
H 1.680 -0.094 1.570
H -0.309 1.848 1.638
H -1.766 1.807 0.714
H -0.420 2.660 0.084
H -1.845 -2.380 0.896
H -1.464 -0.626 1.550
H -3.194 -1.383 1.501
H 3.621 -1.398 -1.018
H -0.139 -1.175 -1.218
H 2.564 -0.312 -2.165
H -2.468 -1.505 -1.137

Force components x, y, z for each atom (eV/Å):
C -2.0 0.9 0.3
C 0.7 2.3 1.2
C -0.3 -4.0 -1.5
C -1.1 -0.2 2.5
C 1.9 1.7 1.0
C -1.7 2.0 -3.5
C -0.1 -0.8 2.4
N -0.6 0.6 -0.5
N 0.6 -0.1 -0.7
F -0.2 1.0 -0.4
H -0.2 0.5 0.2
H -0.7 -2.0 -0.9
H -0.2 0.1 1.3
H 0.2 0.1 -0.7
H 0.0 -0.5 -0.5
H 0.5 2.6 -0.6
H 0.3 0.3 0.4
H -1.8 -2.1 -0.6
H 0.5 0.3 -1.1
H 1.8 -2.0 0.4
H 1.0 0.3 -0.1
H 1.0 -1.0 2.3
H 0.3 -0.2 -1.0

Its energy above the lowest of the compared OMol25 structures with the same formula, charge and spin is 61.58 kcal/mol. The max |F| comes out at 0.0848 hartree/bohr. As for the electronic energy: -483.73631 Ha.

# 6
A cluster of 2 separate species, C2H3BrS in total at a distorted geometry. Source: the Open Molecules 2025 dataset; level of theory: the ωB97M-V functional and the def2-TZVPD basis.

Atoms and positions in Å:
C -0.078 0.811 0.091
C -0.921 0.135 -0.834
S -1.849 0.869 0.439
Br -1.224 0.281 -2.675
H 0.447 0.198 0.880
H 0.283 1.822 -0.353
H 0.052 -2.255 -0.890

Force components x, y, z for each atom (eV/Å):
C 1.8 1.7 0.0
C -1.2 -1.3 -0.2
S -0.8 -0.2 -0.3
Br 0.3 0.2 0.2
H 0.0 1.1 -1.3
H 0.1 -1.8 1.4
H -0.2 0.3 0.1

Its energy above the lowest of the compared OMol25 structures with the same formula, charge and spin is 109.63 kcal/mol. The max |F| comes out at 0.0489 hartree/bohr. As for the electronic energy: -3050.00292 Ha.